No. 1
This record from OMol25 describes C3H14NOSW as an isolated structure at a distorted geometry. The level of theory is ωB97M-V/def2-TZVPD.

Results
Spin multiplicity: 3
Energy above the lowest of the compared OMol25 structures with the same formula, charge and spin in eV: 0.334
Largest force on an atom in eV/Å: 3.62
Net charge: +1
Calculated total energy in Ha: -717.45648

XYZ file:
```
21
Properties=species:S:1:pos:R:3:lowdin_spin:R:1
C -3.01637 -2.74578 -1.12024 0.001
W 0.56161 0.67707 -0.71021 1.884
N 1.45640 1.62405 -2.35563 0.039
H 1.12128 -0.73877 -1.59379 0.002
H 0.91581 2.34256 -2.85152 0.007
H -2.20535 -3.45962 -1.21889 0.000
H -3.69772 -2.76148 -1.98673 0.000
H -2.44199 -1.80947 -1.12985 0.001
H -3.56125 -2.80119 -0.16014 0.000
H 2.32581 2.09651 -2.11093 -0.001
H 1.72778 0.96346 -3.08911 0.009
C 0.21456 -0.66461 2.11930 0.001
S 1.53394 0.33608 1.28413 -0.017
C 0.71738 1.97156 1.35366 0.065
O 2.60022 0.45737 2.34416 -0.024
H -0.56047 0.04855 2.46036 0.001
H 0.70413 -1.15450 2.97841 -0.001
H -0.21379 -1.41362 1.42905 0.001
H -0.11412 1.94662 2.06017 0.009
H 1.50238 2.53351 1.86319 0.000
H 0.42976 2.55170 0.43461 0.023
```

=====

No. 2
This record from OMol25 describes C30H29BrN6O11S2Sr as an isolated structure. The level of theory is ωB97M-V/def2-TZVPD.

Results
Energy above the lowest of the compared OMol25 structures with the same formula, charge and spin in eV: 1.284
Largest force on an atom in eV/Å: 0.70
Net charge: -2
Calculated total energy in Ha: -5718.32172

XYZ file:
```
80
Properties=species:S:1:pos:R:3:mulliken_charge:R:1
Sr 0.78626 0.67710 -0.18951 1.765
O -5.41624 -0.98476 1.36006 -0.610
C -4.06489 -0.77422 1.28500 0.947
C -3.16141 -1.82251 1.36481 -0.404
C -1.80753 -1.53760 1.28454 -0.579
N -1.35744 -0.29273 1.09623 1.072
C -2.23628 0.70879 1.02461 0.008
C -3.60681 0.52392 1.13556 -1.004
C -1.75954 2.16889 0.84760 0.249
O -2.29853 2.97983 1.60059 -0.801
O -0.90891 2.37993 -0.07083 -0.579
C -0.77809 -2.68130 1.42110 0.249
O -1.22107 -3.82959 1.20529 -0.810
O 0.36871 -2.35292 1.80004 -0.684
H -5.56130 -1.93506 1.42621 0.292
H -3.46080 -2.85945 1.46686 0.431
H -4.27363 1.37304 1.10386 0.551
C 0.17355 -0.10280 4.12997 -0.829
C 1.20182 0.89403 3.73504 -0.134
N 1.47668 1.27568 2.50571 0.787
C 2.43207 2.26346 2.61919 0.277
C 2.74319 2.47522 3.93711 -0.114
N 1.95636 1.59527 4.61928 -0.015
C 3.68324 3.38464 4.69287 0.706
O 4.31711 4.22991 3.99247 -0.802
O 3.66371 3.26666 5.92277 -0.764
C 2.94287 2.92374 1.40720 -0.106
O 3.79302 3.89808 1.56105 -0.629
O 2.56490 2.55893 0.29860 -0.484
H 0.24153 -0.97416 3.47681 -0.056
H -0.81994 0.33578 4.00788 0.167
H 0.29630 -0.39269 5.17548 0.436
H 1.97671 1.53971 5.62528 0.236
H 4.04254 4.03552 2.57231 0.450
N 1.26459 -4.34771 -0.97110 -0.076
C 0.03105 -4.95854 -1.26931 0.054
C -0.15647 -6.30752 -1.02506 -0.759
C -1.36276 -6.92025 -1.34350 -0.573
C -2.39123 -6.17012 -1.88736 -0.680
C -2.20792 -4.80884 -2.10736 -0.534
C -0.99617 -4.20306 -1.82142 0.904
S -0.75944 -2.49474 -2.14804 -0.327
N 0.57565 -2.09345 -1.18318 0.216
C 1.36969 -2.98086 -0.74824 -0.351
C 2.55918 -2.53984 0.05404 1.138
C 3.36633 -3.42133 0.76461 -0.784
C 4.43708 -2.91918 1.48659 -0.572
C 4.68373 -1.55913 1.48057 -0.813
C 3.82726 -0.75208 0.74652 -0.383
N 2.80509 -1.23466 0.05476 0.091
H 1.83745 -4.90599 -0.36330 0.115
H 0.64906 -6.87807 -0.57392 0.327
H -1.49702 -7.97721 -1.14922 0.354
H -3.34246 -6.62955 -2.12816 0.352
H -3.02009 -4.20753 -2.50156 0.424
H 3.16609 -4.48197 0.81858 0.290
H 5.06070 -3.59177 2.06246 0.379
H 5.49832 -1.12146 2.04150 0.435
H 3.96234 0.32486 0.71200 0.533
C -1.71004 0.54067 -3.63447 -0.353
O -1.79451 0.53327 -2.22032 0.083
H -1.32418 1.48851 -4.01603 -0.154
H -2.69012 0.35114 -4.09171 0.250
H -1.00945 -0.23502 -3.93622 0.307
H -2.14367 1.39593 -1.94360 -0.007
O -2.99368 3.20751 -2.37282 -0.740
S -2.10835 4.32028 -1.89896 0.446
C -2.29033 5.63711 -3.18212 -0.667
C -0.96492 5.79322 -3.92705 -0.681
C -0.32460 4.41128 -3.91746 -0.643
C -0.42717 3.93921 -2.47984 0.413
H -2.64771 6.55539 -2.71454 0.347
H -3.07295 5.23492 -3.82861 0.303
H -0.31855 6.49627 -3.39255 0.283
H -1.12319 6.19097 -4.93245 0.367
H 0.71079 4.40622 -4.25860 0.358
H -0.88945 3.73447 -4.56464 0.195
H 0.26295 4.46781 -1.81627 0.466
H -0.26611 2.87420 -2.33493 -0.664
Br 1.83699 0.88829 -2.97877 -0.886
```

=====

No. 3
This record from OMol25 describes C4HO4 as an isolated structure at a distorted geometry. The level of theory is ωB97M-V/def2-TZVPD.

Results
Energy above the lowest of the compared OMol25 structures with the same formula, charge and spin in eV: 0.963
Largest force on an atom in eV/Å: 3.67
Net charge: -1
Calculated total energy in Ha: -453.99270

XYZ file:
```
9
Properties=species:S:1:pos:R:3:mulliken_charge:R:1
C 0.28225 0.30093 0.27368 -0.060
C 0.51863 -0.98941 0.61667 -0.046
C 1.95259 -0.49224 0.76038 0.660
C -0.27498 -2.32529 0.90639 0.413
O -1.08504 -2.52557 -0.00074 -0.676
O 3.02963 -1.00763 0.94477 -0.570
O 0.10159 -3.05524 1.83463 -0.695
O 1.61883 0.78462 0.51534 -0.366
H -0.35487 1.15255 0.16976 0.342
```

=====

No. 4
This record from OMol25 describes a 2-piece molecular cluster, C25H42NO6 overall at a distorted geometry. The level of theory is ωB97M-V/def2-TZVPD.

Results
Spin multiplicity: 2
Largest force on an atom in eV/Å: 2.08
Net charge: 0
Calculated total energy in Ha: -1483.91831

XYZ file:
```
74
Properties=species:S:1:pos:R:3:lowdin_spin:R:1
C -6.18820 0.06804 -1.80111 0.000
C -4.87398 0.47352 -2.43196 0.000
C -3.89030 0.96112 -1.38883 0.000
C -2.66090 1.40223 -2.17588 0.002
O -1.62313 1.64487 -1.26267 0.026
C -0.49185 2.25834 -1.71817 0.070
O -0.41370 2.74288 -2.83945 0.114
C 0.47866 2.16857 -0.64469 0.487
C 1.82854 2.68423 -0.86255 0.060
C 2.87193 1.56371 -1.06762 0.026
C 4.19254 2.03092 -1.65353 0.004
C 5.30023 0.94643 -1.64637 0.002
C 6.55055 1.47053 -2.35694 0.001
C 5.63336 0.48586 -0.21925 0.000
C 4.82144 -0.25372 -2.38251 0.000
N 4.53373 -1.22695 -2.95415 0.000
C 2.31167 0.56567 -2.10829 0.006
O 2.18223 0.80568 -3.29707 -0.001
O 1.91415 -0.58783 -1.55270 0.004
C 1.40741 -1.54788 -2.51191 0.000
C 1.12017 -2.76095 -1.65056 0.000
C 0.60051 -3.96634 -2.40755 0.000
C 0.33586 -5.09887 -1.43023 0.000
H -6.83572 -0.32242 -2.58218 0.000
H -6.02452 -0.71183 -1.05168 0.000
H -6.66896 0.93437 -1.33817 0.000
H -4.39675 -0.37427 -2.94598 0.000
H -4.99714 1.29257 -3.15781 0.000
H -4.27043 1.84400 -0.84314 0.000
H -3.62055 0.17004 -0.66509 0.000
H -2.35344 0.61705 -2.88830 0.002
H -2.91036 2.30794 -2.74845 0.001
H 0.26317 1.28786 0.00224 0.005
H 1.85335 3.36866 -1.73303 -0.001
H 2.07903 3.24043 0.05340 0.016
H 3.00197 1.03580 -0.10406 0.000
H 4.02309 2.34600 -2.69175 0.000
H 4.54183 2.89958 -1.08898 0.000
H 6.95648 2.35895 -1.85645 0.000
H 7.32576 0.69179 -2.36514 0.000
H 6.30627 1.72779 -3.39643 0.000
H 5.89593 1.33103 0.43130 0.000
H 4.78712 -0.05849 0.22600 0.000
H 6.49411 -0.19977 -0.25599 0.000
H 0.48638 -1.14304 -2.96389 0.000
H 2.16446 -1.77930 -3.27910 0.000
H 2.07126 -3.02110 -1.15201 0.000
H 0.39092 -2.45531 -0.87876 0.000
H -0.31439 -3.68512 -2.93292 0.000
H 1.35091 -4.25026 -3.14851 0.000
H -0.05017 -5.97378 -1.95576 0.000
H 1.25992 -5.38013 -0.91293 0.000
H -0.40107 -4.78266 -0.68348 0.000
C -4.62971 -1.99626 6.41261 0.000
C -3.19544 -1.77484 5.91018 0.000
C -3.05085 -0.43586 5.17130 0.000
C -1.69289 -0.26755 4.52844 0.000
O -1.71085 0.85694 3.64505 0.007
C -0.63642 1.05100 2.83993 0.021
O 0.19575 0.19060 2.55038 0.031
C -0.60909 2.43083 2.31774 0.131
C 0.44611 2.73886 1.53661 -0.026
H -4.72649 -2.98463 6.87936 0.000
H -4.89522 -1.23664 7.15903 0.000
H -5.34118 -1.93387 5.57811 0.000
H -2.49824 -1.79097 6.76324 0.000
H -2.91846 -2.59380 5.22500 0.000
H -3.84468 -0.39415 4.41010 0.000
H -3.22047 0.36734 5.90869 0.000
H -0.95232 -0.08963 5.31281 0.000
H -1.43054 -1.15533 3.95532 0.000
H -1.51226 3.03182 2.46863 0.006
H 0.53551 3.74139 1.12198 0.005
H 1.33835 2.09834 1.57657 -0.001
```

=====

No. 5
This record from OMol25 describes C4H4Br12 as an isolated structure at a distorted geometry. The level of theory is ωB97M-V/def2-TZVPD.

Results
Energy above the lowest of the compared OMol25 structures with the same formula, charge and spin in eV: 0.609
Largest force on an atom in eV/Å: 2.18
Net charge: 0
Calculated total energy in Ha: -31042.90759

XYZ file:
```
20
Properties=species:S:1:pos:R:3:mulliken_charge:R:1
C 1.09220 -1.32605 3.78676 0.044
Br 2.20601 -0.06387 4.76498 -0.032
Br -0.87507 -1.00401 4.04978 0.003
Br 1.58253 -3.23739 4.35702 -0.054
H 1.29348 -1.19319 2.72378 0.023
C -0.35061 4.91313 -4.01041 -0.057
Br -1.99304 5.96082 -4.16238 -0.033
Br 1.25992 6.01110 -4.10052 -0.007
Br -0.43684 3.33789 -5.11673 -0.002
H -0.35001 4.54508 -2.98442 0.018
C 0.11692 0.40653 -0.82270 -0.364
Br -1.70708 0.27600 0.07481 0.032
Br 1.61521 0.50338 0.44519 0.015
Br 0.27667 2.04394 -1.98234 0.010
H 0.33120 -0.45030 -1.46147 0.379
C -0.76368 -4.20084 1.04436 -0.129
Br -2.50888 -3.27182 1.09322 -0.017
Br 0.40049 -3.00504 -0.07670 -0.010
Br -0.90500 -6.03730 0.35443 -0.022
H -0.28444 -4.20811 2.02333 0.202
```